{"formula": "C5H10O", "method": "wB97M-V/def2-TZVPD", "elements": ["C", "C", "C", "C", "C", "O", "H", "H", "H", "H", "H", "H", "H", "H", "H", "H"], "coordinates": [[1.2654, -0.9555, 0.4015], [0.3583, 0.2631, 0.4499], [0.6586, 1.4823, -0.4673], [-0.8166, 1.5143, -0.9451], [-0.9917, 0.1588, -0.2642], [-1.8129, -0.7152, -0.3584], [0.8415, -1.7793, 0.9841], [1.3906, -1.3048, -0.6297], [2.2571, -0.7216, 0.8034], [0.1954, 0.5850, 1.4876], [1.0216, 2.3826, 0.0334], [1.3509, 1.2215, -1.2740], [-1.4196, 2.2932, -0.4660], [-1.0125, 1.5277, -2.0210], [-1.6167, -3.2608, 1.3723], [-1.6694, -2.6913, 0.8934]], "forces_ev_per_angstrom": [[0.02, -0.06, 0.00], [0.05, -0.09, 0.08], [0.18, 0.12, -0.03], [-0.10, 0.06, -0.09], [-0.37, -0.30, -0.05], [0.41, 0.45, 0.02], [0.06, 0.13, -0.09], [-0.02, 0.06, 0.14], [-0.14, -0.03, -0.04], [-0.01, -0.03, -0.15], [-0.06, -0.14, -0.07], [-0.11, 0.03, 0.12], [0.08, -0.12, -0.04], [0.02, 0.00, 0.16], [0.00, 0.01, -0.02], [0.00, -0.08, 0.07]], "smiles": "C[C@H]1CCC1=O.[H][H]", "energy_ha": -271.69113, "e_above_lowest_kj_mol": 161.4, "homo_lumo_gap_ev": 10.4, "molar_mass_g_mol": 86.13}